{"formula": "C37H44AsLaN7O3S", "method": "ωB97M-V with the def2-TZVPD basis set", "species": ["La", "N", "N", "C", "N", "S", "H", "H", "H", "H", "H", "O", "C", "C", "C", "C", "N", "C", "C", "C", "C", "C", "C", "O", "C", "C", "N", "H", "H", "H", "H", "H", "H", "H", "H", "H", "H", "H", "H", "O", "N", "C", "C", "C", "C", "C", "C", "As", "N", "C", "C", "C", "C", "C", "C", "C", "C", "C", "C", "C", "C", "C", "C", "C", "C", "C", "C", "H", "H", "H", "H", "H", "H", "H", "H", "H", "H", "H", "H", "H", "H", "H", "H", "H", "H", "H", "H", "H", "H", "H", "H", "H", "H", "H"], "positions_angstrom": [[1.489826, -0.795942, -0.893727], [4.280152, -1.457727, -1.720664], [4.825981, -0.518624, -2.604038], [4.069595, 0.075021, -3.546404], [4.699220, 0.747775, -4.495735], [2.371723, -0.005274, -3.565950], [4.811562, -1.419145, -0.857470], [4.402638, -2.393542, -2.102297], [5.829322, -0.520664, -2.729523], [5.704363, 0.803935, -4.569736], [4.155698, 1.223105, -5.197618], [4.838836, 1.761058, 5.015237], [4.414078, 2.667368, 4.033718], [3.943702, 1.897841, 2.839911], [3.624767, 2.540040, 1.644225], [3.156471, 1.784389, 0.595009], [3.026138, 0.447890, 0.639335], [3.393509, -0.188231, 1.774163], [3.817332, 0.513879, 2.891240], [3.359691, -1.677677, 1.774292], [4.169070, -2.389229, 2.643888], [4.140447, -3.781591, 2.643796], [5.022642, -4.562688, 3.568332], [5.847386, -3.670224, 4.269520], [3.272710, -4.411362, 1.757691], [2.514220, -3.637589, 0.904769], [2.558274, -2.298148, 0.881516], [5.165950, 2.238277, 5.784275], [5.213534, 3.349830, 3.722009], [3.578878, 3.288333, 4.386098], [3.739734, 3.610465, 1.533248], [2.886747, 2.264502, -0.341334], [4.058579, 0.011723, 3.816685], [4.846616, -1.892765, 3.322692], [5.603443, -5.275785, 2.970249], [4.384344, -5.150930, 4.239350], [6.394622, -4.151307, 4.898209], [3.195197, -5.490151, 1.721977], [1.834521, -4.117974, 0.209324], [-0.743706, -2.601169, 0.610274], [-0.491472, -1.497114, 0.069162], [-3.759445, 4.701982, 2.780187], [-3.358396, 3.449555, 2.063991], [-4.199375, 2.834730, 1.150337], [-3.838725, 1.689389, 0.445535], [-4.879559, 1.116967, -0.483131], [-2.565098, 1.150493, 0.678601], [-1.825456, -0.265230, -0.459300], [-0.474931, 0.600511, -1.334146], [-0.758024, 1.702858, -2.064197], [-2.082329, 2.033879, -2.484397], [-2.335464, 3.180387, -3.187885], [-1.279427, 4.037465, -3.519369], [0.031228, 3.730911, -3.132741], [0.297565, 2.588387, -2.427284], [-3.083757, -1.474350, -1.313455], [-3.994063, -2.103093, -0.453877], [-3.908669, -2.030143, 1.047864], [-4.988635, -2.878556, -1.034127], [-5.091720, -3.040852, -2.411532], [-6.214523, -3.827129, -3.015064], [-4.114210, -2.465406, -3.223834], [-3.099870, -1.682662, -2.702286], [-2.054374, -1.105752, -3.623432], [-1.702534, 1.722261, 1.637001], [-0.350829, 1.150103, 1.994811], [-2.119113, 2.858260, 2.305994], [-4.766384, 5.012808, 2.511993], [-3.074695, 5.515408, 2.534605], [-3.715408, 4.557964, 3.860436], [-5.183826, 3.251149, 0.968658], [-5.350955, 1.920138, -1.050521], [-5.668889, 0.643592, 0.103481], [-4.492101, 0.375926, -1.174490], [-2.879909, 1.335409, -2.263639], [-3.342202, 3.422686, -3.500493], [-1.477740, 4.936946, -4.087042], [0.834592, 4.405719, -3.396637], [1.306745, 2.356915, -2.115586], [-3.259141, -1.229940, 1.403238], [-3.507156, -2.970621, 1.425859], [-4.894042, -1.891253, 1.491145], [-5.704768, -3.378878, -0.392520], [-6.886516, -4.209196, -2.250696], [-5.834721, -4.664632, -3.601469], [-6.786708, -3.194434, -3.695571], [-4.150940, -2.639891, -4.293555], [-1.945337, -1.732273, -4.506525], [-1.080278, -1.053984, -3.132357], [-2.323246, -0.104414, -3.967502], [-0.320867, 0.069686, 1.879050], [-0.122664, 1.366323, 3.037521], [0.436763, 1.610067, 1.387514], [-1.466215, 3.293231, 3.055141]], "atomic_forces_ev_per_a": [[2.42, -0.46, -0.85], [-0.25, -0.09, 0.12], [0.19, 0.14, -0.24], [0.00, -0.14, 0.14], [0.07, 0.09, 0.01], [-0.21, 0.10, -0.35], [-0.03, 0.09, 0.10], [0.04, -0.05, -0.07], [0.06, -0.10, 0.01], [0.00, -0.04, 0.02], [-0.03, 0.00, -0.03], [-0.01, -0.05, -0.01], [-0.01, 0.16, 0.09], [-0.04, -0.13, -0.13], [0.00, -0.01, 0.03], [0.01, 0.06, -0.07], [0.21, 0.07, 0.47], [0.00, 0.12, 0.03], [0.06, 0.04, 0.04], [0.11, -0.24, 0.05], [0.00, -0.01, 0.06], [-0.07, 0.14, -0.08], [0.01, -0.19, 0.01], [0.00, 0.08, -0.01], [0.08, 0.02, 0.07], [-0.07, -0.07, -0.07], [0.23, 0.11, 0.38], [0.01, 0.01, 0.04], [0.00, -0.03, -0.01], [0.02, 0.01, -0.02], [-0.04, 0.00, 0.00], [-0.02, -0.01, 0.01], [0.02, -0.03, -0.05], [-0.02, 0.02, -0.02], [0.00, 0.01, 0.01], [-0.01, 0.02, -0.01], [0.01, -0.02, 0.02], [-0.03, 0.00, -0.02], [-0.04, 0.05, -0.01], [-0.32, -0.15, 0.14], [-0.63, 0.04, 0.34], [0.01, 0.02, 0.03], [-0.01, -0.06, -0.07], [-0.01, 0.03, 0.01], [-0.04, -0.10, -0.06], [0.06, 0.15, 0.01], [0.22, -0.19, -0.22], [-1.39, -0.80, 1.03], [-0.73, 1.38, -0.91], [0.01, -0.49, 0.36], [-0.09, 0.08, 0.00], [-0.08, -0.16, 0.05], [-0.03, 0.04, -0.03], [0.24, -0.02, 0.03], [0.02, 0.22, -0.08], [0.11, 0.41, -0.21], [0.14, 0.05, 0.05], [-0.03, -0.08, -0.12], [-0.01, -0.04, -0.12], [0.04, 0.02, 0.11], [0.01, 0.02, -0.06], [-0.02, -0.03, -0.01], [0.10, 0.08, 0.10], [-0.16, -0.09, -0.03], [0.04, -0.07, 0.01], [-0.09, 0.11, -0.06], [0.00, -0.04, 0.02], [-0.01, -0.01, 0.02], [0.00, 0.00, 0.00], [-0.02, 0.01, 0.00], [0.01, 0.02, 0.01], [0.00, -0.01, -0.01], [0.01, -0.07, -0.02], [-0.14, 0.05, -0.03], [-0.12, 0.11, 0.00], [0.00, -0.03, 0.00], [0.01, 0.01, 0.02], [-0.01, 0.00, 0.01], [0.02, 0.00, -0.04], [-0.04, -0.02, 0.13], [0.04, 0.02, 0.03], [0.01, 0.07, 0.00], [0.00, 0.04, 0.03], [-0.02, -0.03, -0.02], [0.00, -0.02, 0.03], [-0.03, -0.02, 0.01], [0.02, 0.02, 0.00], [-0.01, 0.01, -0.01], [0.03, 0.03, -0.10], [0.08, -0.04, -0.03], [0.07, -0.08, 0.04], [0.02, 0.03, -0.01], [0.03, -0.05, -0.01], [0.00, -0.01, -0.01]], "max_force_ev_per_a": 2.61, "orbital_gap_ev": [5.2605, 7.4739], "e_tot_ev": -128166.59858, "charge": 3, "spin_multiplicity": 1}

***

{"formula": "C37H44AsN4O10S3TeV", "method": "ωB97M-V with the def2-TZVPD basis set", "species": ["V", "O", "As", "O", "O", "C", "C", "C", "C", "C", "C", "S", "O", "O", "O", "H", "H", "H", "H", "H", "C", "C", "C", "N", "N", "C", "N", "S", "H", "H", "H", "H", "H", "H", "H", "C", "C", "O", "N", "Te", "C", "C", "C", "C", "C", "C", "C", "C", "C", "C", "C", "C", "C", "C", "C", "C", "C", "C", "H", "H", "H", "H", "H", "H", "H", "H", "H", "H", "H", "H", "H", "H", "H", "H", "H", "H", "H", "H", "H", "H", "H", "H", "H", "C", "C", "C", "C", "C", "C", "C", "S", "O", "O", "O", "H", "H", "H", "H", "H", "H", "H"], "positions_angstrom": [[2.071886, 0.828069, -0.656041], [0.674770, 3.814411, -3.958996], [1.652329, 2.530777, -3.315623], [0.762664, 1.338373, -4.338262], [1.259551, 2.411977, -1.722852], [3.412941, 3.110022, -3.818278], [3.556320, 4.260883, -4.576041], [4.836691, 4.689624, -4.913981], [5.952499, 3.981549, -4.500312], [5.812253, 2.838273, -3.719151], [4.542230, 2.420098, -3.383328], [4.275447, 1.054663, -2.310182], [3.957790, 1.632469, -0.974036], [5.357399, 0.138450, -2.366892], [2.931495, 0.573786, -2.755375], [0.232958, 3.571021, -4.784010], [2.687992, 4.817498, -4.896714], [4.954645, 5.584090, -5.510038], [6.940814, 4.317944, -4.782021], [6.671996, 2.277951, -3.377410], [5.653593, -4.096723, -1.826773], [4.153496, -4.022582, -1.545168], [3.801423, -2.880474, -0.651948], [3.061242, -1.898141, -1.001119], [2.923804, -0.952282, -0.007049], [3.556932, -1.257165, 1.107258], [3.533927, -0.507991, 2.216557], [4.409940, -2.749457, 0.984825], [5.864456, -4.901816, -2.528641], [6.223813, -4.292932, -0.917284], [6.011772, -3.160972, -2.256370], [3.801680, -4.953916, -1.095119], [3.590003, -3.872020, -2.465735], [2.845844, 0.231584, 2.272008], [3.872453, -0.887682, 3.082825], [1.688542, 3.930198, 1.238333], [1.627178, 2.525171, 1.762365], [1.464776, 2.217396, 2.916259], [1.787125, 1.527682, 0.787785], [-1.202942, -0.115786, 1.553791], [-3.305471, -0.248531, 1.806319], [-4.029503, 0.865465, 2.244233], [-3.416272, 2.188469, 2.630902], [-5.415275, 0.755812, 2.369390], [-6.091773, -0.416633, 2.082883], [-7.584643, -0.515797, 2.228721], [-5.349159, -1.508867, 1.646323], [-3.971607, -1.447659, 1.494234], [-3.246137, -2.676971, 1.022751], [-0.555558, -1.610606, 2.906629], [-0.777520, -1.421691, 4.278059], [-1.498618, -0.217921, 4.818044], [-0.323247, -2.388162, 5.170069], [0.358916, -3.518710, 4.744051], [0.839723, -4.555101, 5.721829], [0.581808, -3.672532, 3.382728], [0.131918, -2.744198, 2.447907], [0.369588, -3.063305, 0.993578], [1.915831, 4.608652, 2.056230], [0.712308, 4.184595, 0.819831], [2.423644, 4.012999, 0.439770], [-2.388210, 2.301181, 2.297429], [-3.417609, 2.300501, 3.717870], [-4.006306, 3.011441, 2.224525], [-5.974712, 1.619786, 2.713599], [-8.002792, 0.395511, 2.653791], [-7.858951, -1.349096, 2.876915], [-8.061166, -0.687044, 1.261765], [-5.859828, -2.437099, 1.412226], [-3.949080, -3.403981, 0.617896], [-2.702486, -3.151358, 1.843381], [-2.512873, -2.433626, 0.252157], [-1.049075, 0.705916, 4.448379], [-1.466672, -0.209474, 5.906601], [-2.546343, -0.214441, 4.508675], [-0.505259, -2.246947, 6.229668], [0.547213, -4.304326, 6.740199], [1.927171, -4.645766, 5.696515], [0.426615, -5.536318, 5.483706], [1.110542, -4.552529, 3.028283], [1.319768, -3.586345, 0.873004], [0.377238, -2.184973, 0.355178], [-0.412355, -3.728443, 0.618959], [-5.154402, 2.800224, -3.126274], [-3.879335, 2.012613, -3.057518], [-3.506674, 1.181167, -4.118912], [-2.359036, 0.418450, -4.056405], [-1.568171, 0.505137, -2.913095], [-1.896947, 1.336466, -1.853195], [-3.061871, 2.079934, -1.933171], [-0.170602, -0.515243, -2.810089], [-0.413894, -1.874987, -3.115769], [0.776168, -0.054857, -4.074379], [0.540841, -0.223925, -1.581872], [-5.323360, 3.191980, -4.128683], [-5.145867, 3.630877, -2.422999], [-6.003412, 2.160460, -2.876787], [-4.136373, 1.125446, -4.997833], [-2.085179, -0.242952, -4.868291], [-1.249857, 1.403183, -0.992011], [-3.339542, 2.720133, -1.105179]], "atomic_forces_ev_per_a": [[0.00, 0.42, -0.06], [0.12, 0.03, -0.04], [-0.14, -0.05, -0.06], [-0.07, 0.06, 0.00], [0.17, -0.08, 0.08], [-0.02, -0.05, -0.05], [-0.03, -0.04, -0.04], [0.02, 0.00, 0.00], [-0.01, 0.00, -0.01], [-0.01, 0.03, -0.01], [0.00, -0.02, 0.13], [-0.16, 0.20, 0.06], [0.36, -0.10, 0.29], [0.06, 0.05, -0.08], [0.00, -0.32, -0.19], [-0.09, -0.04, 0.06], [0.00, -0.01, -0.01], [0.00, 0.00, 0.00], [0.00, 0.01, 0.01], [0.00, -0.01, 0.00], [0.02, 0.00, -0.01], [-0.02, 0.00, 0.02], [0.00, -0.06, -0.04], [0.08, 0.07, 0.07], [-0.03, -0.08, -0.33], [-0.22, 0.00, 0.17], [0.03, 0.00, -0.08], [-0.02, 0.00, 0.01], [0.00, 0.00, 0.00], [-0.01, 0.00, 0.00], [-0.01, 0.00, 0.00], [0.01, 0.00, 0.00], [0.00, 0.00, 0.00], [-0.01, 0.02, 0.07], [0.00, -0.01, 0.00], [-0.09, -0.01, 0.00], [0.07, -0.10, 0.20], [0.13, -0.02, -0.02], [-0.24, 0.11, -0.20], [-0.03, -0.02, -0.08], [0.02, -0.03, 0.03], [-0.01, -0.01, 0.00], [-0.01, 0.03, 0.01], [-0.01, 0.00, 0.00], [0.02, 0.01, 0.01], [-0.01, 0.00, 0.01], [0.00, 0.00, -0.02], [0.00, 0.01, 0.02], [0.01, -0.03, -0.01], [0.02, 0.01, -0.01], [0.00, 0.00, 0.00], [-0.01, 0.02, 0.01], [0.00, 0.00, 0.01], [-0.01, 0.00, 0.00], [0.02, 0.00, 0.02], [0.03, 0.01, 0.00], [-0.03, -0.01, 0.02], [0.02, 0.00, -0.02], [-0.02, 0.00, 0.01], [0.01, 0.00, -0.02], [0.01, 0.00, 0.01], [-0.01, -0.01, -0.01], [0.01, -0.01, 0.00], [0.00, 0.00, 0.00], [0.00, 0.00, -0.01], [0.00, 0.00, 0.00], [0.00, 0.00, 0.00], [0.01, 0.00, 0.00], [0.00, 0.00, 0.00], [0.00, 0.00, 0.01], [0.01, 0.01, 0.00], [-0.01, 0.01, -0.02], [0.01, -0.01, 0.01], [0.00, 0.00, 0.00], [0.01, -0.01, -0.01], [0.00, 0.00, 0.00], [0.00, 0.00, 0.00], [0.00, 0.00, -0.01], [0.00, 0.00, 0.00], [-0.01, 0.00, 0.00], [0.00, -0.02, 0.00], [0.01, 0.04, -0.01], [-0.01, 0.01, 0.00], [-0.02, 0.00, 0.01], [0.01, 0.00, -0.01], [0.01, 0.00, 0.00], [-0.08, -0.07, 0.03], [0.04, -0.04, 0.01], [0.03, 0.05, -0.04], [0.00, 0.00, 0.01], [0.06, 0.00, -0.08], [-0.01, 0.00, -0.04], [0.09, 0.01, 0.01], [-0.09, 0.03, 0.19], [0.00, 0.00, 0.00], [0.00, 0.00, 0.00], [0.00, 0.00, 0.00], [0.01, 0.00, 0.00], [0.01, 0.00, 0.00], [0.01, 0.00, 0.03], [0.00, 0.01, -0.01]], "max_force_ev_per_a": 0.48, "orbital_gap_ev": [6.2747, 6.3811], "e_tot_ev": -191837.80202, "charge": 1, "spin_multiplicity": 2}